[1]
The following is a DFT calculation (ωB97M-V with the def2-TZVPD basis set) of 5 unconnected molecules or ions with the total composition C40H69I2N2O8.

The net charge is +1.

The geometry in XYZ format:
```
121
Properties=species:S:1:pos:R:3:lowdin_charge:R:1
C 4.5025 3.4655 2.6357 -0.120
C 4.3501 2.0282 3.1378 -0.255
C 4.8537 0.9597 2.1522 -0.211
C 3.7758 0.3273 1.2691 -0.221
C 3.2466 1.2157 0.1443 -0.214
C 2.0340 0.6030 -0.5670 -0.197
C 1.2332 1.6113 -1.4145 -0.201
C -0.2774 1.6179 -1.1798 -0.208
C -0.9974 0.3403 -1.6636 -0.193
C -1.2593 -0.7050 -0.5654 -0.195
C -2.6141 -0.4990 0.1397 -0.188
C -2.6453 -0.8802 1.6344 -0.177
C -3.7072 -0.1008 2.4399 -0.159
C -3.2068 0.8959 3.5110 -0.109
C -3.1378 2.3936 3.0670 -0.322
C -1.9223 2.8291 2.2211 -0.068
C -0.5323 2.4514 2.7162 -0.396
C 0.4565 3.5956 2.7895 -0.007
N -0.2536 1.2533 3.0076 0.184
C -3.0991 3.1452 4.3532 0.054
N -4.2188 3.6562 4.6922 0.091
C -5.2908 3.4203 3.7090 -0.699
I -6.7612 2.1415 4.5678 0.957
C -4.5231 2.8584 2.4907 -0.364
C -4.5038 3.8807 1.3393 -0.653
I -6.5371 3.9587 0.5657 0.922
C -4.0265 5.3123 1.6624 -0.316
C -3.0403 5.8518 0.6219 -0.086
H 5.5596 3.7068 2.5231 0.072
H 4.0744 4.1823 3.3381 0.067
H 4.0159 3.6092 1.6677 0.053
H 4.9216 1.9515 4.0635 0.085
H 3.3084 1.8230 3.4122 0.083
H 5.6401 1.3965 1.5270 0.113
H 5.3323 0.1576 2.7203 0.105
H 4.1852 -0.5827 0.8179 0.114
H 2.9480 -0.0058 1.9079 0.102
H 2.9965 2.2131 0.5159 0.084
H 4.0561 1.3529 -0.5805 0.123
H 2.3961 -0.2047 -1.2086 0.119
H 1.3979 0.1319 0.1855 0.085
H 1.6304 2.6154 -1.2263 0.102
H 1.4167 1.4205 -2.4755 0.111
H -0.6916 2.4915 -1.6936 0.105
H -0.4786 1.7392 -0.1118 0.080
H -0.4156 -0.1017 -2.4748 0.110
H -1.9663 0.6200 -2.0877 0.103
H -1.2439 -1.6910 -1.0272 0.098
H -0.4721 -0.6762 0.1907 0.086
H -3.3473 -1.1244 -0.3761 0.103
H -2.9443 0.5411 0.0101 0.095
H -1.6561 -0.7769 2.0747 0.086
H -2.9127 -1.9370 1.7044 0.113
H -4.3625 0.3976 1.7242 0.093
H -4.3446 -0.8152 2.9642 0.114
H -2.2336 0.5886 3.8884 0.101
H -3.9030 0.8479 4.3560 0.088
H -1.9297 3.9201 2.1746 0.093
H -2.0516 2.4869 1.1916 0.119
H 1.4708 3.2060 2.7140 0.062
H 0.3496 4.1484 3.7251 0.091
H 0.3063 4.2838 1.9549 0.088
H 0.7255 1.1621 3.2834 0.068
H -2.2043 3.2136 4.9650 0.181
H -4.3838 4.1462 5.5646 0.179
H -5.7921 4.3627 3.5015 0.068
H -5.0932 2.0143 2.1180 0.066
H -3.9547 3.4765 0.4931 0.072
H -3.5480 5.3242 2.6487 0.098
H -4.8737 5.9928 1.7178 0.079
H -2.2637 5.1234 0.3828 0.065
H -3.5571 6.0973 -0.3062 0.085
H -2.5528 6.7545 0.9893 0.084
O 6.2073 3.7033 5.4211 0.112
C 7.2614 3.2963 5.8158 -0.482
O 7.4066 2.0481 6.3170 0.023
C 8.7501 1.8521 6.7970 -0.150
C 9.5933 2.8812 6.0524 -0.149
C 8.5936 4.0181 5.8573 -0.073
H 8.7528 2.0173 7.8762 0.127
H 9.0325 0.8222 6.5952 0.125
H 10.4918 3.1628 6.5964 0.116
H 9.8935 2.4813 5.0831 0.119
H 8.5756 4.7049 6.7057 0.133
H 8.7393 4.5915 4.9462 0.126
O -2.4605 -2.2762 -3.1187 0.111
C -3.6296 -2.2565 -3.3813 -0.470
O -4.5794 -2.4022 -2.4251 0.011
C -5.8882 -2.4450 -3.0277 -0.147
C -5.7303 -1.7489 -4.3743 -0.142
C -4.2872 -2.0968 -4.7322 -0.069
H -6.1783 -3.4917 -3.1356 0.129
H -6.5843 -1.9509 -2.3540 0.122
H -6.4620 -2.0800 -5.1075 0.119
H -5.8375 -0.6701 -4.2486 0.116
H -4.2101 -3.0502 -5.2572 0.116
H -3.7799 -1.3307 -5.3129 0.132
O -3.8773 -5.5126 -8.0780 0.122
C -2.8511 -5.1653 -7.5731 -0.484
O -2.8281 -4.4579 -6.4134 -0.012
C -1.4729 -4.0887 -6.0752 -0.145
C -0.5946 -5.0926 -6.8104 -0.145
C -1.4318 -5.3866 -8.0534 -0.068
H -1.3073 -3.0630 -6.4136 0.129
H -1.3734 -4.1199 -4.9933 0.119
H 0.4026 -4.7124 -7.0165 0.113
H -0.4850 -5.9962 -6.2138 0.102
H -1.2388 -4.6806 -8.8637 0.132
H -1.3224 -6.3970 -8.4377 0.126
O 2.6866 -5.9588 -5.9803 0.123
C 2.4896 -6.9457 -5.3359 -0.483
O 1.2464 -7.2971 -4.9194 0.003
C 1.3074 -8.4694 -4.0865 -0.149
C 2.6137 -9.1590 -4.4653 -0.149
C 3.4930 -7.9714 -4.8479 -0.073
H 1.2957 -8.1473 -3.0431 0.126
H 0.4224 -9.0691 -4.2832 0.126
H 3.0142 -9.7729 -3.6619 0.116
H 2.4549 -9.7978 -5.3348 0.119
H 4.0131 -7.5466 -3.9872 0.132
H 4.2202 -8.1839 -5.6264 0.127
```

=====

[2]
The following is a DFT calculation (ωB97M-V with the def2-TZVPD basis set) of 3 unconnected molecules or ions with the total composition C40H69N4O9PS at a distorted geometry.

Its SMILES is C#CC1=C(S)C(=O)c2c([PH2]=N)c(CCCCCOCC)c(CCOC(C)=O)c(CCCCCN)c2C1=O.COCCNCCOC.COCCNCCOC.

The geometry in XYZ format:
```
124
Properties=species:S:1:pos:R:3:lowdin_charge:R:1
C -3.8750 1.5996 8.9524 0.175
C -3.2780 1.9555 7.9801 -0.097
C -2.8223 2.1090 6.6521 -0.181
C -2.9947 3.2414 5.9513 -0.463
S -3.7852 4.6689 6.6335 0.848
C -2.4794 3.2614 4.5480 -0.364
O -1.9653 4.2455 4.0921 0.092
C -2.6433 1.9533 3.8077 -0.081
C -2.9451 1.8930 2.4505 -0.188
P -3.0095 3.4495 1.4734 0.771
N -1.5748 4.0134 1.1724 -0.292
C -3.1708 0.6275 1.8768 -0.142
C -3.5520 0.5872 0.4118 -0.180
C -2.2819 0.6550 -0.4445 -0.171
C -2.5760 0.1985 -1.8835 -0.191
C -1.4239 -0.5851 -2.5106 -0.156
C -1.8345 -1.1543 -3.8851 -0.212
O -1.6646 -2.5501 -4.0332 -0.139
C -2.4157 -3.3317 -3.1344 -0.267
C -3.9398 -3.1287 -3.2070 -0.065
C -3.0165 -0.5414 2.6198 -0.084
C -3.2526 -1.8759 1.9463 -0.078
C -4.3985 -2.6963 2.5505 -0.129
O -5.4607 -2.8161 1.5654 -0.004
C -6.6194 -3.2265 2.1266 -0.543
C -7.8706 -2.5640 1.6336 0.022
O -6.6677 -4.0561 3.0005 0.109
C -2.6420 -0.4786 3.9735 -0.073
C -2.4127 -1.7266 4.7843 -0.102
C -1.2447 -2.5959 4.2396 -0.162
C -0.0200 -2.6235 5.1933 -0.193
C 1.2684 -2.3147 4.4348 -0.201
C 1.2394 -0.9039 3.8011 -0.254
N 1.0897 -1.0343 2.3378 -0.005
C -2.4910 0.7832 4.5433 -0.035
C -2.1457 0.9498 5.9910 -0.266
O -1.3816 0.2495 6.6041 0.139
H -4.3525 1.2532 9.8314 0.040
H -4.9849 4.5548 6.0404 -0.112
H -3.8380 4.3442 2.1840 0.018
H -3.6352 3.1883 0.2473 0.006
H -1.4457 4.9348 1.5657 -0.041
H -4.1180 -0.2932 0.1425 0.096
H -4.2154 1.4212 0.2333 0.077
H -1.5545 -0.0233 0.0050 0.116
H -1.8348 1.6486 -0.4333 0.087
H -2.7540 1.1003 -2.4716 0.118
H -3.4945 -0.3822 -1.9340 0.094
H -0.6195 0.1282 -2.6827 0.096
H -1.0617 -1.3520 -1.8327 0.108
H -2.8467 -0.8292 -4.1393 0.110
H -1.1846 -0.7094 -4.6334 0.120
H -2.0939 -3.2152 -2.0963 0.103
H -2.2075 -4.3652 -3.3933 0.113
H -4.4356 -4.0943 -3.1468 0.070
H -4.2854 -2.5564 -2.3499 0.054
H -4.2497 -2.6428 -4.1247 0.076
H -2.3527 -2.4741 1.9726 0.111
H -3.4883 -1.7588 0.8996 0.098
H -4.8183 -2.2104 3.4210 0.122
H -4.0399 -3.6852 2.8087 0.128
H -8.1605 -1.8424 2.3936 0.094
H -7.7582 -2.0693 0.6761 0.082
H -8.6514 -3.3130 1.6225 0.087
H -2.1815 -1.5185 5.8148 0.092
H -3.3002 -2.3484 4.8019 0.106
H -0.8749 -2.2331 3.2886 0.075
H -1.5776 -3.6249 4.1387 0.111
H -0.1325 -1.9009 5.9973 0.095
H 0.0797 -3.6248 5.6056 0.104
H 2.0825 -2.3164 5.1613 0.102
H 1.4633 -3.0485 3.6600 0.107
H 2.1251 -0.3382 4.0831 0.104
H 0.3309 -0.4081 4.1373 0.097
H 1.9748 -1.2772 1.9089 0.060
H 0.8028 -0.1538 1.9249 0.059
C 0.8371 2.7940 -1.9830 -0.106
O 0.5483 2.4597 -3.3305 -0.213
C -0.1046 3.4797 -4.0780 -0.211
C 0.8428 4.0932 -5.0892 -0.216
N 1.8744 4.8853 -4.4354 -0.049
C 3.0060 5.2573 -5.2830 -0.196
C 3.8321 4.1395 -5.9162 -0.228
O 4.5883 3.3765 -4.9927 -0.173
C 3.8529 2.3641 -4.3286 -0.092
H 1.1155 1.8727 -1.4712 0.085
H 1.6785 3.4904 -1.9063 0.075
H -0.0334 3.2241 -1.4796 0.074
H -0.5427 4.2387 -3.4234 0.125
H -0.9216 2.9965 -4.6224 0.119
H 0.2760 4.7340 -5.7719 0.123
H 1.2612 3.2650 -5.6762 0.102
H 2.2372 4.3674 -3.6478 0.062
H 3.6815 5.8499 -4.6617 0.120
H 2.6466 5.9196 -6.0775 0.117
H 4.5631 4.6154 -6.5751 0.120
H 3.2334 3.4796 -6.5555 0.111
H 3.0904 1.9202 -4.9726 0.094
H 3.3982 2.7600 -3.4171 0.068
H 4.5501 1.5816 -4.0285 0.065
C 7.1983 -4.3118 -2.9469 -0.115
O 7.7064 -2.9961 -3.0463 -0.192
C 6.9875 -2.1475 -3.9337 -0.212
C 6.1839 -1.1034 -3.1859 -0.213
N 5.0576 -1.6892 -2.4683 -0.043
C 4.4238 -0.7973 -1.4953 -0.194
C 5.2758 -0.2421 -0.3563 -0.227
O 5.6805 -1.1972 0.6069 -0.182
C 6.8155 -1.9703 0.2627 -0.097
H 7.9507 -4.9163 -2.4426 0.089
H 6.2783 -4.3524 -2.3536 0.074
H 7.0082 -4.7421 -3.9340 0.088
H 6.3542 -2.7276 -4.6112 0.122
H 7.7355 -1.6289 -4.5394 0.122
H 5.8082 -0.3703 -3.9057 0.109
H 6.8755 -0.5866 -2.5084 0.105
H 5.3723 -2.5140 -1.9766 0.065
H 3.5995 -1.3569 -1.0458 0.117
H 3.9751 0.0432 -2.0357 0.105
H 4.6480 0.4676 0.1898 0.119
H 6.1387 0.3323 -0.7133 0.112
H 7.5401 -1.3976 -0.3207 0.089
H 6.5299 -2.8729 -0.2837 0.070
H 7.2919 -2.2890 1.1899 0.088
```

=====

These records have E_LUMO values of -3.90, -1.28 eV, in the order they appear.
These records have E_HOMO values of -11.13, -8.38 eV, in the order they appear.